Entry from the Open Molecules 2025 dataset: a structure of composition C5H8ClN in a non-equilibrium geometry (the ωB97M-V functional and the def2-TZVPD basis).

Results
- electronic energy (hartree) = -710.1454
- net charge = 0
- orbital gap (eV) = 9.933

Last column: natural (NBO) charge in e.
CARTESIAN COORDINATES (ANGSTROEM)
C1 -0.7340 1.3238 0.6925  -0.4528
H1 -1.4523 2.0752 0.5321  0.2332
Cl1 -2.6111 -0.3984 -0.5015  -0.0544
H2 -0.1601 -1.5499 1.5244  0.2243
C2 -0.2260 0.9940 -0.7088  -0.0740
C3 -0.9912 0.0455 0.1138  -0.0422
H3 -0.9542 1.4727 -1.4397  0.2235
H4 1.7128 -1.7972 -1.0980  0.2178
C4 -0.2116 -1.2186 0.4162  -0.4336
N1 1.1130 0.4305 -0.9288  -0.6470
C5 1.2445 -0.9493 -0.3228  -0.2120
H5 2.0750 -1.0071 0.7384  0.1680
H6 1.9078 1.0106 -0.5691  0.3770
H7 -0.6195 -2.1320 0.0096  0.2357
H8 -0.0931 1.7004 1.5416  0.2365